[1]
# C3H7N2O

An isolated ion of composition C3H7N2O and charge +1 at a distorted geometry (ωB97M-V/def2-TZVPD, the OMol25 dataset).

relative energy (zero: lowest compared OMol25 entry of this formula, charge and spin): 240.1 kJ/mol
frontier orbital gap: 10.28 eV
LUMO level: -4.1 eV
HOMO energy: -14.37 eV
SMILES: O=C1C[NH2+]CN1

Geometry as ORCA input:
```
! RIJCOSX wB97M-V def2-TZVPD def2/J DEFGRID3
* xyz 1 1
C 0.99663 0.38763 -1.01598
C 0.23462 -1.22523 -0.52252
C -0.34945 0.74042 0.82572
N 0.52004 1.29277 -0.17950
N -0.84074 -0.54320 0.29975
O 1.69898 0.40782 -1.96585
H -0.23150 -1.64548 -1.44144
H 0.80106 -1.81748 0.12204
H 0.19149 0.56357 1.87047
H -1.28909 1.35874 1.10360
H 0.88141 2.28357 -0.00073
H -1.75535 -0.58020 -0.25334
H -0.85811 -1.22291 1.15777
*
```

***

[2]
# C3H7N2O

An isolated ion of composition C3H7N2O and charge +1 at a distorted geometry (ωB97M-V/def2-TZVPD, the OMol25 dataset).

relative energy (zero: lowest compared OMol25 entry of this formula, charge and spin): 505.0 kJ/mol
frontier orbital gap: 7.05 eV
LUMO level: -4.9 eV
HOMO energy: -11.91 eV

Geometry as ORCA input:
```
! RIJCOSX wB97M-V def2-TZVPD def2/J DEFGRID3
* xyz 1 1
C 0.54209 0.55296 -1.33138
C 0.18430 0.66877 0.04317
C 1.04028 -0.41460 0.72295
N -0.29152 0.88235 -2.35488
N 0.31446 -1.14845 1.92266
O 1.32910 0.87882 0.92489
H 1.42909 0.05262 -1.71479
H -0.64881 1.04572 0.57032
H -0.23460 0.41626 -3.23020
H -1.02694 1.54532 -2.33122
H 0.93480 -1.38309 2.70953
H -0.01435 -2.02331 1.49070
H -0.30499 -0.51716 2.35341
*
```

***

[3]
# C3H7N2O

A 2-piece molecular cluster, C3H7N2O overall at a distorted geometry (ωB97M-V/def2-TZVPD, the OMol25 dataset).

relative energy (zero: lowest compared OMol25 entry of this formula, charge and spin): 357.8 kJ/mol
frontier orbital gap: 10.47 eV
LUMO level: -4.6 eV
HOMO energy: -15.03 eV

Geometry as ORCA input:
```
! RIJCOSX wB97M-V def2-TZVPD def2/J DEFGRID3
* xyz 1 1
C 1.03325 0.38791 1.75725
C -0.62615 0.49263 -1.54669
C -0.95547 -0.61415 -0.63352
N 0.59935 -0.67615 1.22434
N -0.35909 -0.93000 -1.71460
O 0.42638 1.53739 1.68642
H 1.95990 0.46389 2.33254
H -1.41592 0.93286 -2.14783
H 0.22186 1.13863 -1.34999
H -1.50758 -1.04704 0.16630
H 1.14515 -1.51977 1.32647
H -0.08185 -1.66130 -2.34837
H -0.43983 1.49510 1.24770
*
```

***

[4]
# C3H7N2O

A 2-piece molecular cluster, C3H7N2O overall at a distorted geometry (ωB97M-V/def2-TZVPD, the OMol25 dataset).

relative energy (zero: lowest compared OMol25 entry of this formula, charge and spin): 353.1 kJ/mol
frontier orbital gap: 10.32 eV
LUMO level: -4.8 eV
HOMO energy: -15.12 eV

Geometry as ORCA input:
```
! RIJCOSX wB97M-V def2-TZVPD def2/J DEFGRID3
* xyz 1 1
C 2.15306 -0.63748 -1.05857
C -0.40990 -0.69663 0.80524
C -1.60381 0.13908 0.55781
N 1.46763 0.06916 -0.29065
N -1.69329 -0.25726 -0.86631
O 0.02766 -1.73005 0.89018
H 3.16033 -0.47019 -1.32689
H 1.66477 -1.56162 -1.56575
H -1.48395 1.33488 0.63650
H -2.41174 -0.11630 1.28722
H -1.74308 0.59151 -1.38037
H -2.46537 -0.86798 -0.86209
H 1.93514 0.96081 -0.08954
*
```

***

[5]
# C3H7N2O

A 2-piece molecular cluster, C3H7N2O overall at a distorted geometry (ωB97M-V/def2-TZVPD, the OMol25 dataset).

relative energy (zero: lowest compared OMol25 entry of this formula, charge and spin): 185.4 kJ/mol
frontier orbital gap: 9.06 eV
LUMO level: -4.1 eV
HOMO energy: -13.20 eV

Geometry as ORCA input:
```
! RIJCOSX wB97M-V def2-TZVPD def2/J DEFGRID3
* xyz 1 1
C 1.28109 -0.05246 -0.39775
C 1.19957 -1.32366 0.23772
N 1.41429 -2.29865 -0.82370
C 1.65110 -1.65390 -2.01555
N 1.51579 -0.29955 -1.73424
H 1.09638 0.88589 0.22265
H 0.93063 -1.64896 1.26841
H 1.47641 -3.39277 -0.59278
H 2.27264 -1.86261 -3.00706
H 1.39504 0.41647 -2.52688
H -5.11798 3.69666 2.42893
H -4.44030 4.20373 3.65982
O -4.67465 3.32982 3.28045
*
```

***

[6]
# C3H7N2O

An isolated ion of composition C3H7N2O and charge +1 at a distorted geometry (ωB97M-V/def2-TZVPD, the OMol25 dataset).

relative energy (zero: lowest compared OMol25 entry of this formula, charge and spin): 221.6 kJ/mol
frontier orbital gap: 9.69 eV
LUMO level: -5.2 eV
HOMO energy: -14.94 eV
SMILES: N[C@H](C=[NH2+])C=O

Geometry as ORCA input:
```
! RIJCOSX wB97M-V def2-TZVPD def2/J DEFGRID3
* xyz 1 1
C -0.21082 -0.98457 -0.27244
C 1.63381 0.25814 0.33232
C 0.30663 0.24820 -0.47886
N -1.34016 -1.20051 0.31795
N -0.56184 1.24925 0.01212
O 2.70404 -0.08216 -0.01722
H 0.40960 -1.77391 -0.47911
H 1.42421 0.79618 1.24342
H 0.65955 0.28227 -1.55670
H -1.84794 -2.05612 0.50381
H -1.87790 -0.34155 0.61819
H -1.17699 1.55652 -0.72490
H -0.12220 2.04826 0.50144
*
```

***

[7]
# C3H7N2O2

C3H7N2O2 as an isolated structure at a distorted geometry (ωB97M-V/def2-TZVPD, the OMol25 dataset).

relative energy (zero: lowest compared OMol25 entry of this formula, charge and spin): 415.8 kJ/mol
frontier orbital gap: 6.37 eV
LUMO level: 3.7 eV
HOMO energy: -2.70 eV

Geometry as ORCA input:
```
! RIJCOSX wB97M-V def2-TZVPD def2/J DEFGRID3
* xyz -1 1
O 2.01823 -0.97595 -0.81975
C 1.60437 -0.12684 0.19587
N 2.23720 0.75634 0.83596
C 0.16343 -0.34114 0.60662
N -0.61847 0.31311 -0.44632
C -2.11721 0.24794 -0.18188
O -2.59854 -0.98430 -0.14203
H 3.16040 0.90722 0.41465
H 1.62506 -0.02302 -1.14475
H 0.02397 0.22810 1.52570
H -0.15591 -1.37590 0.76378
H -0.56927 -0.26146 -1.28590
H -2.53606 0.78132 -1.06731
H -2.23718 0.85459 0.74537
*
```

***

[8]
# C3H7N2O2

A 2-piece molecular cluster, C3H7N2O2 overall at a distorted geometry (ωB97M-V/def2-TZVPD, the OMol25 dataset).

relative energy (zero: lowest compared OMol25 entry of this formula, charge and spin): 23.7 kJ/mol
frontier orbital gap: 10.98 eV
LUMO level: -3.1 eV
HOMO energy: -14.10 eV

Geometry as ORCA input:
```
! RIJCOSX wB97M-V def2-TZVPD def2/J DEFGRID3
* xyz 1 1
C 0.60008 0.92034 -1.38614
C 0.68475 -0.31732 -0.90663
C -0.31529 -0.37409 2.54351
N 0.40795 0.41827 3.02879
N -0.54775 -1.10198 -0.79562
O -0.89906 -1.10649 1.84903
O -0.59392 1.42462 -1.75121
H 1.48082 1.53646 -1.48746
H 1.59753 -0.78651 -0.59773
H 0.66281 0.87597 3.87376
H -0.78752 -1.25100 0.22203
H -0.47509 -2.01564 -1.25527
H -1.29296 -0.54258 -1.23389
H -0.52236 2.31994 -2.10317
*
```